{
  "formula": "C17H56O21P4",
  "method": "the ωB97M-V functional and the def2-TZVPD basis",
  "elements": ["C", "O", "P", "O", "O", "C", "O", "C", "H", "H", "H", "H", "H", "H", "H", "H", "H", "C", "O", "P", "O", "O", "C", "O", "C", "H", "H", "H", "H", "H", "H", "H", "H", "H", "C", "O", "P", "O", "O", "C", "O", "C", "H", "H", "H", "H", "H", "H", "H", "H", "H", "C", "O", "P", "O", "O", "C", "O", "C", "H", "H", "H", "H", "H", "H", "H", "H", "H", "C", "O", "H", "H", "H", "H", "C", "O", "H", "H", "H", "H", "C", "O", "H", "H", "H", "H", "C", "O", "H", "H", "H", "H", "C", "O", "H", "H", "H", "H"],
  "coordinates": [[-5.053940, 0.825538, -5.598326], [-4.243584, 0.525468, -4.469748], [-3.524983, 1.737291, -3.670640], [-2.483180, 2.444568, -4.423027], [-4.725949, 2.698276, -3.251772], [-4.543382, 3.513215, -2.120109], [-3.000983, 0.960014, -2.389511], [-2.062530, -0.076760, -2.611820], [-5.419430, 1.853688, -5.593893], [-5.954741, 0.222358, -5.719897], [-4.443224, 0.646110, -6.484518], [-5.044187, 4.482842, -2.276966], [-3.550813, 3.863527, -1.837095], [-5.108609, 3.247105, -1.222342], [-1.632513, -0.008777, -3.616860], [-2.539010, -1.061560, -2.635161], [-1.237427, -0.132054, -1.903021], [1.092675, -1.194646, -2.619116], [2.233436, -2.075164, -2.794807], [3.419428, -1.688722, -3.764820], [3.510122, -0.286653, -4.164319], [4.723524, -2.239453, -2.997080], [5.325416, -1.439414, -1.994119], [3.343264, -2.732573, -4.962326], [4.299168, -2.578348, -6.011812], [1.284587, -0.249869, -3.131493], [0.957058, -0.910045, -1.578077], [0.295636, -1.782411, -3.063840], [4.934940, -0.422831, -1.899803], [6.367732, -1.370362, -2.317272], [5.317796, -1.825172, -0.972003], [5.060982, -1.823790, -5.821502], [3.725171, -2.361613, -6.911029], [4.865217, -3.488491, -6.218881], [-0.333519, -3.215963, 4.061830], [0.446438, -2.043134, 3.834635], [0.955539, -1.112206, 5.023821], [-0.034214, -0.274749, 5.737133], [1.691521, -2.113338, 6.053497], [0.999772, -2.619512, 7.188582], [2.082391, -0.265923, 4.288286], [3.011788, -0.907037, 3.412632], [-0.645619, -3.363849, 5.089696], [0.152617, -4.094001, 3.633285], [-1.193686, -3.105018, 3.394333], [0.061208, -2.088531, 7.352941], [1.565242, -2.502660, 8.111912], [0.797244, -3.680908, 7.044790], [2.893597, -1.970741, 3.216506], [3.969545, -0.870460, 3.951340], [3.212701, -0.296919, 2.534308], [4.438631, 4.609546, -0.266500], [3.719255, 3.965954, 0.789803], [2.398115, 3.152437, 0.562222], [1.314345, 3.997477, 0.046832], [2.091110, 2.215995, 1.856517], [1.530974, 2.885982, 2.985680], [2.782034, 2.024579, -0.507858], [1.706254, 1.205021, -1.029760], [3.883948, 4.501069, -1.196697], [5.418973, 4.140175, -0.302458], [4.611637, 5.675810, -0.127693], [2.341146, 3.135442, 3.677346], [0.789143, 2.286674, 3.508977], [1.070062, 3.855024, 2.771833], [1.414519, 0.530527, -0.225525], [2.152160, 0.620019, -1.831356], [0.907837, 1.840553, -1.401305], [-0.283179, -3.563247, -0.414706], [-0.176595, -4.834077, -1.076686], [-0.182189, -3.704689, 0.659863], [0.647101, -3.112698, -0.769293], [-1.202413, -3.038925, -0.672393], [0.187587, -4.753564, -1.957584], [-4.603004, 0.245879, -0.431134], [-3.449628, -0.050856, 0.342301], [-4.593754, 1.266205, -0.816282], [-4.679290, -0.428952, -1.284381], [-5.479642, 0.080729, 0.197729], [-3.650631, -0.037603, 1.296000], [-3.081373, -0.248676, 4.214637], [-3.792683, -0.541029, 3.013575], [-2.815245, -1.149629, 4.775271], [-2.202624, 0.348186, 4.001806], [-3.718536, 0.215962, 4.971295], [-3.907016, -1.485088, 2.882587], [-1.625696, 2.629817, 0.197040], [-2.692031, 1.809638, 0.681916], [-2.004291, 3.649366, 0.252208], [-0.769893, 2.534949, 0.869814], [-1.258632, 2.451159, -0.815763], [-2.435577, 0.897258, 0.490044], [0.182160, -0.484130, 1.382599], [-0.633318, -0.076319, 0.303173], [1.231151, -0.231890, 1.191791], [0.002436, 0.021268, 2.334676], [0.158059, -1.571621, 1.450268], [-1.561630, -0.226055, 0.537050]],
  "forces_ev_per_angstrom": [[0.1, 0.4, -1.1], [-0.3, 0.6, 1.0], [0.5, -0.4, -1.3], [-0.2, -0.3, 0.1], [0.5, -1.2, 0.6], [-1.2, 2.9, 1.3], [-0.1, 0.6, -0.1], [0.7, -1.2, -1.3], [0.3, 0.1, 0.0], [0.3, -0.5, 0.8], [-0.1, 0.2, -0.1], [0.1, -0.2, -0.8], [0.4, -0.9, -0.4], [0.4, -1.1, -0.2], [0.1, 0.3, 0.1], [-0.4, 0.2, 0.4], [-0.4, 0.6, 0.3], [0.3, -0.3, -0.9], [0.3, 0.2, 0.2], [1.1, -0.6, 0.2], [-0.3, 0.3, 0.1], [-1.2, 0.0, 0.0], [1.2, 0.8, 0.2], [0.0, 0.0, 0.8], [0.2, -0.2, -0.9], [-0.4, -0.4, -0.5], [-0.2, -0.9, 0.0], [-0.5, 0.5, 0.2], [-0.2, -0.1, -0.5], [0.0, 0.2, 0.3], [-0.4, -0.7, -0.3], [-0.4, 0.3, 0.1], [0.2, 0.3, 0.0], [-0.4, -0.3, 0.5], [-0.6, 0.0, -1.3], [0.4, 0.0, 0.6], [-0.3, 0.5, 1.1], [0.5, -0.6, -0.9], [0.3, 0.4, -0.8], [-0.6, -0.1, 0.5], [-1.0, -1.0, 0.1], [2.3, 0.3, 0.8], [0.1, 0.0, 0.1], [0.5, 0.1, 0.5], [-0.3, 0.1, 0.5], [0.0, 0.0, -0.2], [0.4, 0.1, -0.3], [0.1, 0.0, -0.1], [-0.8, 0.2, -0.2], [-0.1, 0.0, 0.0], [-0.7, -0.1, -0.2], [0.1, -0.2, -0.6], [0.4, -0.3, 1.2], [-0.9, -0.9, -1.6], [-0.2, 0.0, 0.7], [0.3, 1.3, -0.9], [0.2, 1.0, 1.2], [0.4, 0.4, 0.6], [1.2, 0.2, 0.3], [0.2, -0.1, -0.1], [-0.1, -0.1, -0.3], [-0.4, 0.0, 0.6], [0.0, -0.3, 0.1], [0.1, -0.4, -0.3], [-0.1, -0.2, -0.6], [-0.2, 0.4, -0.6], [0.2, 0.6, 0.2], [-0.2, -0.1, 0.1], [1.5, -0.8, -1.2], [-1.0, -0.8, 0.8], [-0.3, -0.2, 0.0], [-0.4, 1.2, 0.5], [0.1, 0.2, 0.0], [0.1, 0.4, -0.1], [-0.7, -0.3, 0.3], [-2.2, -5.1, -0.7], [0.1, -0.2, 0.5], [0.1, -0.1, 0.1], [-0.1, 0.1, 0.0], [-0.3, 0.1, -0.1], [-0.3, -0.6, 0.9], [-0.1, 0.1, -0.2], [0.5, -0.2, -0.5], [0.0, 0.0, 0.0], [-0.2, 0.6, -0.5], [0.1, 0.0, 0.3], [-0.4, 0.7, 1.3], [2.6, 3.8, -0.1], [0.3, 0.2, -0.1], [0.1, 0.2, -0.1], [-0.4, -0.3, -0.1], [-0.4, 1.8, -0.2], [0.6, -0.4, 0.0], [0.2, 0.0, 0.2], [-0.3, -0.1, -0.2], [-0.6, -0.2, -0.1], [-0.1, 0.0, 0.5], [0.5, -0.7, -0.2]],
  "mulliken_charge": [-0.71, -0.42, 0.61, -0.76, -0.38, -0.82, 0.88, -0.58, 0.29, 0.25, 0.27, 0.36, 0.30, 0.34, 0.59, 0.37, -0.40, -0.86, -0.21, 0.79, -0.67, -0.33, -0.70, -0.36, -0.72, 0.79, -0.17, 0.66, 0.30, 0.30, 0.26, 0.33, 0.28, 0.27, -0.80, 0.19, 1.06, -0.78, -0.40, -0.79, -0.31, -0.65, 0.37, 0.27, 0.22, 0.37, 0.26, 0.29, 0.29, 0.31, 0.20, -0.70, -0.39, 0.50, -0.62, 0.42, -0.83, -0.37, 0.94, 0.32, 0.28, 0.27, 0.24, 0.16, 0.39, -0.50, -0.02, 0.20, 0.11, -0.62, 0.07, -0.07, 0.16, 0.34, -0.53, -0.52, -0.11, 0.25, 0.42, 0.47, -0.54, -0.62, 0.21, 0.13, 0.37, 0.30, -0.21, -0.61, 0.46, -0.02, -0.13, 0.05, -0.30, 0.87, -0.25, 0.08, -0.48, 0.11],
  "homo_energy_ev": -8.91,
  "smiles": "COP(=O)(OC)OC.COP(=O)(OC)OC.COP(=O)(OC)OC.COP(=O)(OC)OC.CO.CO.CO.CO.CO",
  "multiplicity": 1,
  "energy_ha": -3626.923310,
  "mol_weight_g_mol": 720.5,
  "de_lowest_ev": 3.107
}